No. 1
ORCA calculation (ωB97M-V/def2-TZVPD) on an isolated molecule of C3H11Cl2NSi2 at a distorted geometry.

maximum force: 0.03247 Eh/bohr
SMILES string: CN([Si@H](C)Cl)[Si@@H](C)Cl
DFT total energy: -45584.6336 eV
lowest unoccupied orbital energy: 0.027 Ha

Element x y z (Å)
Cl1 3.22333 -0.98324 1.22653
Cl2 1.31956 2.95581 1.57296
Si1 1.22896 -1.20524 0.99180
Si2 -0.09625 1.54783 1.26560
N1 0.53644 0.23869 0.31490
C1 0.91311 -2.67712 -0.16161
C2 -1.56717 2.34616 0.37244
C3 0.82985 0.50557 -1.08878
H1 -2.23513 1.59725 -0.04050
H2 -1.25381 3.00061 -0.43601
H3 1.09671 -3.60941 0.36291
H4 0.19414 1.30399 -1.46330
H5 1.87225 0.80559 -1.22377
H6 -0.11368 -2.69434 -0.51268
H7 -2.14020 2.95149 1.06751
H8 1.56665 -2.66363 -1.02929
H9 -0.47181 0.97005 2.54954
H10 0.61464 -1.37523 2.30199
H11 0.64707 -0.38658 -1.68597

Atomic forces in eV per Å
Cl 0.942 0.011 0.125
Cl 0.597 0.717 0.169
Si -1.327 -0.123 -0.961
Si -1.019 -0.833 -1.028
N -0.104 -0.125 0.698
C 0.243 0.498 0.426
C 0.586 -0.151 0.339
C 0.235 0.026 -0.082
H -0.055 -0.235 -0.021
H 0.126 0.075 -0.093
H 0.074 -0.146 0.149
H -0.050 0.053 -0.143
H 0.008 0.043 -0.123
H -0.223 0.094 0.005
H -0.061 0.124 0.179
H 0.126 0.075 -0.092
H -0.052 -0.019 0.301
H -0.022 -0.092 0.295
H -0.025 0.006 -0.145

These are the natural (NBO) partial charges, in e, on atoms 1 to 8: -0.3866, -0.3862, 1.5207, 1.5207, -1.2939, -1.1171, -1.1164, -0.4134


No. 2
ORCA calculation (ωB97M-V/def2-TZVPD) on a cluster of 2 separate species, C3H11N in total at a distorted geometry.

maximum force: 0.06317 Eh/bohr
SMILES string: CCC.N
DFT total energy: -4778.9151 eV
lowest unoccupied orbital energy: 0.042 Ha

Element x y z (Å)
N1 0.37989 2.56420 -4.13488
C1 -0.26319 -0.57006 2.06749
C2 0.29560 -2.00110 2.31412
C3 -0.34589 -0.26201 0.56281
H1 -1.27523 -0.42323 2.36114
H2 0.66653 -0.21010 0.19712
H3 -0.80666 0.71281 0.33191
H4 1.36348 -1.94484 2.09325
H5 -0.14765 -2.85113 1.73754
H6 0.48648 1.89680 -4.94747
H7 0.68383 3.38149 -4.62011
H8 -0.58622 2.62158 -3.98622
H9 0.33084 -2.20229 3.44383
H10 0.09421 0.28077 2.63202
H11 -0.87602 -0.99290 -0.05255

Atomic forces in eV per Å
N 1.890 -1.861 -1.875
C -1.526 -0.708 -1.444
C 0.676 0.870 1.982
C 0.565 0.718 -0.045
H -1.356 -0.913 0.655
H 0.445 0.029 -0.542
H 0.129 -0.259 0.318
H 0.044 -0.259 -0.395
H 0.059 1.025 0.555
H -0.252 0.360 1.450
H 0.035 1.189 0.157
H -1.674 0.310 0.271
H -0.505 -0.089 -1.568
H 1.485 -0.191 0.053
H -0.014 -0.222 0.427

These are the natural (NBO) partial charges, in e, on atoms 1 to 8: -1.0479, -0.4127, -0.6190, -0.6034, 0.1918, 0.1965, 0.2057, 0.2036


Question: maximum force of number 1 (C3H11Cl2NSi2)?
Answer: 0.03247 Eh/bohr